Entry 1:
{
  "formula": "C7H16N2OS",
  "method": "wB97M-V/def2-TZVPD",
  "homo_lumo_gap_ev": 10.21,
  "largest_force_ev_per_a": 5.6,
  "de_lowest_ev": 3.4137,
  "lumo_ev": 0.715,
  "elements": ["C", "C", "C", "C", "C", "C", "C", "N", "N", "O", "S", "H", "H", "H", "H", "H", "H", "H", "H", "H", "H", "H", "H", "H", "H", "H", "H"],
  "xyz": [[2.157, -1.495, -2.999], [2.449, -1.095, -1.784], [0.044, -1.444, 0.104], [0.911, 0.967, 2.556], [1.880, -0.073, -0.852], [1.225, -0.524, 0.445], [0.808, 0.656, 1.245], [-2.486, 1.123, -0.954], [-2.611, 0.300, 1.342], [-4.062, 2.468, 0.469], [-2.462, 1.743, 0.396], [2.820, -2.057, -3.549], [1.156, -1.188, -3.284], [3.578, -1.407, -1.453], [-0.634, -1.748, 0.844], [-0.633, -1.188, -0.750], [0.307, -2.471, -0.211], [0.722, 1.854, 3.032], [1.299, 0.189, 3.182], [-4.716, 1.825, 0.047], [2.614, 0.722, -0.441], [0.980, 0.451, -1.394], [1.918, -0.895, 1.165], [0.508, 1.440, 0.683], [-1.811, 1.584, -1.598], [-2.452, 0.391, 2.336], [-3.510, -0.131, 1.424]],
  "lowdin_charge": [0.00, -0.21, -0.08, 0.04, -0.20, -0.39, -0.19, -0.36, -0.18, -0.39, 0.83, 0.03, 0.07, 0.14, 0.04, 0.08, 0.08, 0.02, 0.05, 0.06, 0.15, 0.14, 0.13, 0.04, 0.01, 0.04, 0.04]
}

=====

Entry 2:
{
  "formula": "C70H146F12O35",
  "method": "wB97M-V/def2-TZVPD",
  "homo_lumo_gap_ev": 9.26,
  "largest_force_ev_per_a": 2.9,
  "de_lowest_ev": 0.0000,
  "lumo_ev": 0.326,
  "elements": ["C", "C", "O", "C", "O", "C", "F", "F", "F", "H", "H", "H", "H", "H", "C", "C", "O", "C", "O", "C", "F", "F", "F", "H", "H", "H", "H", "H", "C", "C", "O", "C", "O", "C", "F", "F", "F", "H", "H", "H", "H", "H", "C", "C", "O", "C", "O", "C", "F", "F", "F", "H", "H", "H", "H", "H", "C", "O", "C", "C", "O", "C", "C", "O", "C", "H", "H", "H", "H", "H", "H", "H", "H", "H", "H", "H", "H", "H", "H", "C", "O", "C", "C", "O", "C", "C", "O", "C", "H", "H", "H", "H", "H", "H", "H", "H", "H", "H", "H", "H", "H", "H", "C", "O", "C", "C", "O", "C", "C", "O", "C", "H", "H", "H", "H", "H", "H", "H", "H", "H", "H", "H", "H", "H", "H", "C", "O", "C", "C", "O", "C", "C", "O", "C", "H", "H", "H", "H", "H", "H", "H", "H", "H", "H", "H", "H", "H", "H", "C", "O", "C", "C", "O", "C", "C", "O", "C", "H", "H", "H", "H", "H", "H", "H", "H", "H", "H", "H", "H", "H", "H", "C", "O", "C", "C", "O", "C", "C", "O", "C", "H", "H", "H", "H", "H", "H", "H", "H", "H", "H", "H", "H", "H", "H", "C", "O", "C", "C", "O", "C", "C", "O", "C", "H", "H", "H", "H", "H", "H", "H", "H", "H", "H", "H", "H", "H", "H", "C", "O", "C", "C", "O", "C", "C", "O", "C", "H", "H", "H", "H", "H", "H", "H", "H", "H", "H", "H", "H", "H", "H", "C", "O", "C", "C", "O", "C", "C", "O", "C", "H", "H", "H", "H", "H", "H", "H", "H", "H", "H", "H", "H", "H", "H"],
  "xyz": [[-0.886, 1.385, -1.895], [-1.329, 1.243, -0.508], [-0.136, 0.614, 0.157], [-0.216, 0.689, 1.516], [-1.063, 1.266, 2.170], [0.878, -0.189, 2.168], [0.386, -0.900, 3.125], [1.446, -0.983, 1.292], [1.846, 0.576, 2.669], [-0.043, 2.069, -2.022], [-1.750, 1.717, -2.470], [-0.605, 0.422, -2.280], [-2.162, 0.552, -0.417], [-1.458, 2.186, 0.052], [2.684, -0.515, -1.556], [3.353, 0.844, -1.647], [2.874, 1.708, -0.582], [2.332, 2.895, -0.905], [2.238, 3.360, -2.017], [1.783, 3.696, 0.319], [2.153, 3.206, 1.487], [2.231, 4.951, 0.173], [0.445, 3.638, 0.283], [1.612, -0.479, -1.745], [2.819, -0.914, -0.578], [3.148, -1.190, -2.255], [3.173, 1.405, -2.564], [4.426, 0.674, -1.502], [-4.215, 6.630, -3.955], [-5.010, 5.438, -4.459], [-5.223, 4.469, -3.418], [-4.276, 3.526, -3.281], [-3.176, 3.510, -3.800], [-4.660, 2.488, -2.225], [-3.890, 2.701, -1.197], [-5.932, 2.582, -1.895], [-4.452, 1.289, -2.716], [-3.273, 6.261, -3.540], [-4.757, 7.159, -3.166], [-4.025, 7.309, -4.810], [-4.511, 5.064, -5.366], [-6.035, 5.705, -4.697], [1.066, -4.082, -8.292], [1.152, -4.107, -6.824], [-0.123, -3.630, -6.356], [-0.132, -3.222, -5.100], [0.843, -3.297, -4.384], [-1.499, -2.855, -4.609], [-2.413, -2.776, -5.564], [-1.870, -3.789, -3.730], [-1.374, -1.669, -4.012], [0.829, -3.066, -8.655], [0.413, -4.820, -8.737], [2.056, -4.297, -8.698], [1.963, -3.558, -6.380], [1.165, -5.112, -6.449], [4.836, -1.660, 6.552], [3.786, -0.678, 6.734], [2.498, -1.159, 6.498], [1.416, -0.162, 6.846], [1.510, 0.831, 5.860], [0.374, 1.622, 5.676], [0.335, 2.816, 6.595], [0.406, 2.490, 7.952], [-0.844, 1.958, 8.440], [5.777, -1.134, 6.595], [4.799, -2.206, 5.592], [4.727, -2.417, 7.340], [2.460, -2.094, 7.118], [2.462, -1.392, 5.401], [1.613, 0.305, 7.799], [0.443, -0.693, 6.839], [-0.449, 0.885, 5.838], [0.256, 1.929, 4.635], [-0.522, 3.485, 6.412], [1.252, 3.372, 6.436], [-1.175, 1.144, 7.805], [-1.587, 2.744, 8.407], [-0.677, 1.634, 9.452], [-1.824, -2.391, 6.745], [-2.412, -1.513, 5.744], [-2.536, -2.218, 4.515], [-2.882, -1.200, 3.438], [-4.207, -0.737, 3.417], [-4.318, 0.357, 2.504], [-5.623, 1.080, 2.870], [-6.066, 1.921, 1.819], [-7.233, 2.586, 2.191], [-2.519, -3.139, 7.159], [-1.492, -1.739, 7.543], [-0.979, -2.979, 6.365], [-3.269, -2.989, 4.732], [-1.583, -2.719, 4.235], [-2.720, -1.709, 2.475], [-2.257, -0.280, 3.399], [-4.344, 0.010, 1.438], [-3.427, 0.954, 2.655], [-5.542, 1.672, 3.791], [-6.338, 0.248, 2.962], [-7.552, 3.241, 1.365], [-7.118, 3.188, 3.115], [-8.052, 1.862, 2.373], [-3.261, 3.847, 2.192], [-2.832, 4.995, 1.514], [-3.820, 5.709, 0.869], [-3.221, 6.917, 0.226], [-2.582, 6.723, -1.033], [-1.332, 6.123, -0.905], [-0.432, 6.373, -2.080], [0.039, 7.709, -2.234], [1.054, 8.149, -1.357], [-3.851, 3.150, 1.570], [-3.877, 4.185, 3.026], [-2.379, 3.362, 2.626], [-4.639, 6.014, 1.551], [-4.294, 5.074, 0.105], [-2.512, 7.438, 0.868], [-4.036, 7.635, 0.037], [-1.318, 5.045, -0.785], [-0.814, 6.558, -0.043], [-0.901, 6.193, -3.056], [0.398, 5.664, -1.897], [1.378, 9.122, -1.721], [1.951, 7.513, -1.266], [0.667, 8.373, -0.373], [1.513, 1.879, -5.181], [1.525, 0.898, -6.130], [1.761, -0.438, -5.643], [3.214, -0.738, -5.724], [3.915, -0.034, -4.718], [5.302, 0.069, -4.903], [6.010, -1.275, -4.844], [5.674, -2.031, -3.725], [6.435, -1.689, -2.594], [2.521, 2.075, -4.802], [0.946, 1.532, -4.285], [1.116, 2.802, -5.551], [1.256, -1.123, -6.354], [1.328, -0.583, -4.632], [3.524, -0.455, -6.706], [3.261, -1.814, -5.639], [5.613, 0.794, -4.109], [5.577, 0.481, -5.861], [7.092, -1.220, -4.980], [5.635, -1.926, -5.646], [6.171, -0.701, -2.181], [7.524, -1.847, -2.787], [6.110, -2.409, -1.876], [0.674, -5.332, -0.878], [0.402, -4.842, 0.405], [-0.252, -5.712, 1.228], [-0.611, -5.034, 2.516], [0.401, -5.069, 3.479], [1.613, -4.391, 3.065], [2.415, -4.097, 4.280], [2.941, -5.171, 5.043], [3.952, -5.927, 4.355], [1.074, -4.447, -1.399], [-0.221, -5.679, -1.412], [1.458, -6.105, -0.891], [0.338, -6.631, 1.526], [-1.145, -6.089, 0.697], [-1.452, -5.528, 2.997], [-0.929, -4.010, 2.263], [1.319, -3.420, 2.612], [2.256, -4.949, 2.381], [1.896, -3.465, 5.004], [3.238, -3.443, 3.938], [4.282, -6.660, 5.070], [4.812, -5.295, 4.009], [3.491, -6.391, 3.453], [4.473, 5.451, 4.906], [3.395, 4.518, 4.674], [3.798, 3.193, 4.355], [4.245, 2.332, 5.517], [5.541, 2.704, 5.910], [5.852, 2.216, 7.190], [7.352, 2.172, 7.224], [7.808, 1.101, 6.456], [9.226, 1.139, 6.324], [4.879, 5.353, 5.913], [4.133, 6.483, 4.724], [5.243, 5.251, 4.163], [4.592, 3.287, 3.605], [2.956, 2.700, 3.851], [4.276, 1.268, 5.221], [3.560, 2.382, 6.365], [5.448, 1.194, 7.234], [5.408, 2.825, 7.969], [7.789, 2.091, 8.236], [7.657, 3.116, 6.777], [9.758, 0.983, 7.288], [9.598, 2.016, 5.837], [9.464, 0.309, 5.694], [5.218, -7.353, 1.212], [4.674, -6.056, 1.288], [5.142, -5.213, 0.246], [4.589, -3.859, 0.426], [5.286, -3.128, 1.445], [4.495, -2.019, 1.705], [5.056, -1.203, 2.801], [6.016, -0.349, 2.284], [6.754, 0.228, 3.291], [5.100, -7.866, 0.248], [4.736, -7.945, 1.974], [6.278, -7.320, 1.540], [4.812, -5.506, -0.758], [6.245, -5.175, 0.260], [3.551, -3.968, 0.719], [4.575, -3.399, -0.558], [3.460, -2.296, 1.910], [4.453, -1.335, 0.841], [5.535, -1.882, 3.506], [4.268, -0.624, 3.324], [7.532, 0.837, 2.840], [7.187, -0.561, 3.951], [6.221, 0.937, 3.961], [-2.598, -2.264, -0.747], [-3.868, -1.718, -0.481], [-4.770, -1.728, -1.541], [-6.155, -1.499, -1.067], [-6.812, -2.744, -0.751], [-6.566, -3.270, 0.549], [-7.160, -4.570, 0.668], [-8.565, -4.598, 0.914], [-9.378, -4.564, -0.246], [-2.073, -1.794, -1.618], [-2.759, -3.367, -0.910], [-1.961, -2.165, 0.143], [-4.804, -2.758, -2.000], [-4.401, -0.915, -2.229], [-6.799, -1.095, -1.826], [-6.118, -0.764, -0.248], [-7.018, -2.642, 1.326], [-5.496, -3.381, 0.750], [-6.740, -5.003, 1.570], [-6.944, -5.268, -0.117], [-9.080, -5.260, -1.036], [-9.478, -3.574, -0.709], [-10.360, -4.888, 0.127], [-2.112, 0.915, -6.138], [-2.966, 1.037, -7.253], [-2.659, 0.046, -8.187], [-3.622, 0.111, -9.391], [-4.785, -0.624, -9.049], [-5.668, -0.852, -10.109], [-6.620, 0.259, -10.399], [-7.563, 0.626, -9.403], [-8.092, 1.870, -9.601], [-2.105, -0.026, -5.611], [-2.488, 1.690, -5.472], [-1.093, 1.208, -6.415], [-2.667, -0.949, -7.711], [-1.633, 0.282, -8.494], [-3.101, -0.339, -10.267], [-3.783, 1.162, -9.593], [-6.181, -1.796, -9.841], [-5.113, -0.993, -11.036], [-7.184, -0.047, -11.294], [-6.085, 1.177, -10.637], [-8.328, 2.052, -10.665], [-7.425, 2.664, -9.287], [-9.036, 1.989, -9.088]],
  "lowdin_charge": [-0.05, -0.16, 0.00, -0.33, 0.12, -0.61, 0.22, 0.18, 0.17, 0.08, 0.07, 0.06, 0.12, 0.12, -0.03, -0.16, 0.03, -0.36, 0.13, -0.53, 0.19, 0.17, 0.16, 0.07, 0.04, 0.07, 0.10, 0.12, -0.05, -0.20, 0.03, -0.35, 0.14, -0.62, 0.20, 0.19, 0.18, 0.06, 0.08, 0.09, 0.13, 0.12, -0.06, -0.21, 0.04, -0.41, 0.14, -0.57, 0.19, 0.18, 0.15, 0.10, 0.08, 0.09, 0.11, 0.13, -0.06, -0.21, -0.21, -0.17, -0.14, -0.19, -0.21, -0.19, -0.07, 0.07, 0.07, 0.09, 0.14, 0.12, 0.13, 0.12, 0.12, 0.12, 0.13, 0.12, 0.07, 0.08, 0.09, -0.09, -0.19, -0.19, -0.19, -0.12, -0.17, -0.19, -0.21, -0.13, 0.09, 0.07, 0.08, 0.13, 0.11, 0.12, 0.11, 0.13, 0.09, 0.13, 0.13, 0.09, 0.09, 0.09, -0.09, -0.18, -0.23, -0.18, -0.12, -0.23, -0.18, -0.17, -0.11, 0.08, 0.09, 0.08, 0.13, 0.13, 0.13, 0.13, 0.11, 0.13, 0.13, 0.11, 0.08, 0.09, 0.07, -0.14, -0.18, -0.17, -0.19, -0.13, -0.18, -0.22, -0.18, -0.09, 0.08, 0.09, 0.09, 0.13, 0.13, 0.13, 0.11, 0.14, 0.12, 0.13, 0.12, 0.09, 0.11, 0.06, -0.10, -0.20, -0.26, -0.22, -0.11, -0.17, -0.22, -0.17, -0.08, 0.09, 0.09, 0.09, 0.15, 0.13, 0.13, 0.12, 0.12, 0.11, 0.11, 0.11, 0.08, 0.10, 0.08, -0.08, -0.19, -0.19, -0.20, -0.15, -0.18, -0.23, -0.18, -0.10, 0.08, 0.09, 0.08, 0.12, 0.11, 0.11, 0.12, 0.12, 0.13, 0.13, 0.13, 0.10, 0.08, 0.07, -0.11, -0.20, -0.21, -0.20, -0.07, -0.24, -0.23, -0.15, -0.12, 0.09, 0.07, 0.10, 0.13, 0.14, 0.12, 0.11, 0.10, 0.13, 0.11, 0.13, 0.09, 0.10, 0.08, -0.10, -0.22, -0.22, -0.17, -0.13, -0.21, -0.23, -0.17, -0.12, 0.08, 0.10, 0.08, 0.15, 0.13, 0.13, 0.13, 0.14, 0.13, 0.13, 0.13, 0.08, 0.08, 0.09, -0.09, -0.17, -0.22, -0.17, -0.12, -0.21, -0.21, -0.16, -0.16, 0.07, 0.08, 0.08, 0.12, 0.12, 0.13, 0.12, 0.14, 0.12, 0.13, 0.12, 0.09, 0.09, 0.09]
}

=====

| no. | energy (Eh) |
| --- | --- |
| 1 | -859.06689 |
| 2 | -6586.02328 |